Molecular formula: C54H74FN9O18S
Method: DFT, ωB97M-V with the def2-TZVPD basis set

E_tot: -4446.71261 Eh
Gap between HOMO and LUMO: 8.46 eV
SMILES: [H]/N=C(/N)NCCCC[C@@H](O[C@@H](COCCOCCOCC)[C@H](CCOC(=O)CC)NCC(C)C)S(=O)(=O)F.O=[N+]([O-])c1ccccc1.O=[N+]([O-])c1ccccc1.O=[N+]([O-])c1ccccc1.O=[N+]([O-])c1ccccc1.O=[N+]([O-])c1ccccc1
HOMO level: -0.333 hartree
LUMO energy: -0.61 eV

Geometry as XYZ:
```
157
Properties=species:S:1:pos:R:3:forces:R:3
C 4.24455 -1.81700 3.17090 -0.1843 -0.0777 -0.4044
C 3.32254 -3.02344 3.05902 0.1252 0.3183 0.5519
O 3.55525 -3.82331 1.92636 -0.1332 -0.0530 -0.0725
C 3.49546 -3.14539 0.68372 -0.0730 -0.2964 -0.0967
C 2.18479 -2.47032 0.34804 0.1214 0.0979 -0.4973
O 1.20122 -3.36364 -0.14838 -0.0507 0.0471 0.3105
C 0.57515 -4.11245 0.87317 -0.3692 0.0356 0.0982
C -0.91668 -3.85086 0.92700 0.6029 0.4986 0.2415
O -1.10413 -2.63240 1.65123 -0.2181 0.1310 0.0379
C -2.28823 -2.57586 2.42596 0.1653 -0.1841 0.0584
C -2.72723 -1.12302 2.59256 -0.6293 -0.7696 -0.5530
O -2.37067 -0.77641 3.91755 0.4446 0.3816 0.2288
C -2.26533 0.58730 4.22559 0.0293 -0.8099 0.4473
C -1.10124 1.34265 3.57939 -0.1479 0.4135 -0.3438
C -1.51110 2.69044 2.98007 0.2949 -0.1450 -0.1053
C -0.32719 3.66295 2.82151 -0.4839 -0.0208 -0.5857
C -0.24588 4.30993 1.43135 -0.1769 -0.0686 0.8507
N 0.20875 3.38768 0.38228 0.4023 0.7291 -0.2044
C 1.53976 3.57624 -0.05902 0.0984 -0.2335 -0.6218
N 1.95453 3.44496 -1.26304 -0.0287 -0.1600 0.5536
N 2.45838 3.92252 0.93408 -0.3394 -0.6678 0.2623
S -1.92727 0.63811 6.00528 1.4302 1.3670 -0.5737
O -2.03153 2.01243 6.37573 -0.6227 -0.1733 0.1642
O -0.72234 -0.03919 6.32928 -0.3494 -0.6133 0.0318
F -3.12230 -0.14242 6.59949 -0.4562 -0.2710 0.1370
C -4.25528 -0.91128 2.33412 0.4663 0.8221 0.3220
C -4.57803 0.48994 1.77858 0.2731 -0.1167 -0.1819
C -4.52269 0.61860 0.25579 -0.4304 0.1035 0.3331
O -3.47056 1.47456 -0.21455 0.5591 -0.4582 0.0777
C -2.83668 0.87615 -1.28335 -0.9300 0.4518 -2.2380
O -3.27944 0.99308 -2.41748 0.6537 -0.0466 2.0381
C -1.62049 0.06286 -0.96482 0.1645 0.4424 0.1331
C -0.63559 -0.00517 -2.11528 0.1426 -0.5377 0.1008
N -5.06030 -1.13192 3.51960 -0.3349 -0.3533 -0.4416
C -5.18252 -2.51931 3.94807 -0.0815 0.2596 0.3023
C -5.92286 -3.40381 2.96801 -0.4337 -0.5825 0.2377
C -7.37255 -2.95321 2.74416 0.2627 -0.2592 -0.5552
C -5.88613 -4.85595 3.48609 0.5094 0.8735 -1.0418
H 5.23452 -2.07678 2.80969 0.2239 -0.0056 0.0610
H 4.31486 -1.45768 4.19050 -0.0256 -0.0149 0.2218
H 3.86294 -1.00306 2.56018 0.0935 0.2197 -0.1110
H 2.28849 -2.67457 3.11946 -0.2172 -0.0324 -0.1381
H 3.45823 -3.66639 3.92186 0.1229 -0.2834 0.0336
H 3.64466 -3.90515 -0.07431 0.1008 -0.2015 -0.0943
H 4.31995 -2.44466 0.55642 0.1122 0.2500 0.2355
H 2.40405 -1.80173 -0.47721 -0.0416 0.1850 -0.2444
H 1.78234 -1.85584 1.15343 -0.0795 -0.0035 0.2070
H 0.76433 -5.17812 0.76564 0.1116 -0.1620 -0.3205
H 0.95938 -3.82463 1.84707 0.1328 -0.0511 0.1819
H -1.32340 -3.69068 -0.06943 -0.1342 -0.3925 -0.2271
H -1.37604 -4.69695 1.43496 -0.3332 -0.0280 0.0566
H -3.07195 -3.18721 1.98107 -0.1550 0.0239 -0.2876
H -2.09967 -2.99407 3.41547 0.0507 -0.0641 0.1793
H -2.16385 -0.57757 1.83810 0.2116 0.4037 0.0540
H -3.22902 1.08369 4.11391 -0.0141 0.3013 -0.0134
H -0.32812 1.52619 4.31643 0.1681 -0.0627 0.2137
H -0.63708 0.71736 2.82251 -0.0196 -0.2467 -0.1057
H -1.96994 2.55483 2.00285 -0.1520 -0.2269 -0.1296
H -2.26992 3.11934 3.62787 -0.0838 0.2683 0.0893
H 0.61532 3.14604 2.97911 0.1112 -0.1035 0.4116
H -0.45294 4.46477 3.54238 0.3390 0.0778 0.2596
H -1.23495 4.68597 1.19339 -0.1729 0.0212 -0.2897
H 0.40738 5.17443 1.51213 0.1299 0.1581 -0.2048
H -0.39130 3.47107 -0.42368 -0.1349 -0.2306 -0.0951
H 1.20636 3.20387 -1.90134 -0.1648 0.0279 -0.0803
H 2.12234 3.63260 1.84142 -0.0184 0.1224 0.1036
H 3.33355 3.43881 0.77682 0.2709 0.3724 -0.2425
H -4.55048 -1.59765 1.55043 -0.1416 -0.3908 0.0137
H -3.92265 1.24683 2.20084 -0.0251 0.1945 0.0301
H -5.59525 0.70671 2.08094 -0.1495 0.1152 0.2004
H -4.41290 -0.35582 -0.21551 -0.0970 -0.2056 -0.0387
H -5.46590 1.04589 -0.06489 -0.1153 0.0369 -0.3582
H -1.13017 0.47476 -0.08681 -0.0717 0.0408 0.2430
H -1.94901 -0.93609 -0.69110 -0.2429 -0.1968 0.1258
H -1.09675 0.18105 -3.07553 -0.1080 0.1890 -0.1049
H -0.21315 -0.99915 -2.14731 0.2644 -0.2854 -0.0858
H 0.18297 0.67125 -1.92577 0.2577 0.3788 -0.2121
H -4.72082 -0.55804 4.27587 0.0043 -0.0141 0.1517
H -5.77206 -2.51262 4.86526 -0.0708 0.0320 0.1832
H -4.23065 -2.97975 4.22675 0.2420 -0.0264 -0.1114
H -5.44066 -3.44541 1.99464 0.3677 0.3215 -0.0844
H -7.62388 -3.08552 1.69485 -0.1561 0.0524 -0.1801
H -8.05412 -3.60233 3.28323 -0.2033 0.1324 0.3447
H -7.53477 -1.90855 2.98169 -0.0152 0.1504 0.1899
H -4.88050 -5.06571 3.83735 0.0158 -0.2675 0.3768
H -6.63338 -5.01834 4.24181 -0.0721 -0.1641 0.3138
H -6.04409 -5.50374 2.62994 -0.3320 -0.3786 0.0761
C 4.98291 6.04576 5.68737 0.0042 -0.0019 -0.0041
C 6.34856 5.90507 5.48068 -0.1112 -0.0026 0.0001
C 6.81684 5.12862 4.43372 0.1896 0.0778 0.0919
C 5.90270 4.50601 3.60546 -0.0506 0.0598 0.0819
C 4.54109 4.62962 3.79860 -0.2185 0.0013 0.0333
C 4.08067 5.40539 4.84910 0.0855 0.0492 0.0614
N 6.39992 3.69682 2.48075 0.0294 0.0293 -0.0072
O 7.59849 3.59256 2.35436 0.1714 -0.0217 -0.0050
O 5.58460 3.18474 1.73975 -0.2146 -0.0632 -0.0284
H 4.62091 6.65645 6.50346 -0.0037 -0.0011 0.0138
H 7.05056 6.40269 6.13468 0.0234 -0.0021 0.0038
H 7.87707 5.01454 4.26739 -0.0104 -0.0618 -0.0981
H 3.84197 4.13573 3.14555 0.1013 -0.0465 -0.1109
H 3.01734 5.51269 5.01202 -0.0187 -0.0086 -0.0082
C 5.02638 1.76381 -3.74405 0.0266 -0.0434 -0.0231
C 4.38799 1.17435 -2.66078 0.0167 0.0314 0.0079
C 4.50741 -0.18855 -2.44701 -0.0762 0.0528 0.0987
C 5.26900 -0.94001 -3.32400 -0.0186 0.1228 0.0020
C 5.90607 -0.37196 -4.41002 0.1399 -0.0036 -0.1879
C 5.78066 0.99158 -4.61735 -0.0856 0.1078 0.0886
N 5.41051 -2.38576 -3.08582 -0.0675 0.2032 -0.0205
O 4.81992 -2.85347 -2.13363 -0.0758 -0.1364 0.1395
O 6.10436 -3.02209 -3.84680 0.1104 -0.1125 -0.1181
H 4.93512 2.82955 -3.90676 -0.0252 0.0160 0.0142
H 3.79946 1.77741 -1.98251 -0.0500 0.0618 -0.0185
H 4.01453 -0.65467 -1.60751 0.0578 -0.0899 -0.0192
H 6.49169 -0.97661 -5.08569 -0.0194 -0.0928 0.0461
H 6.27421 1.45088 -5.46201 0.0367 -0.0445 -0.0279
C 5.54840 6.25611 -8.92068 -0.0042 -0.0155 0.0004
C 6.69252 5.46862 -8.92662 -0.0995 0.0554 0.0041
C 6.60779 4.11864 -8.63069 0.2112 0.0075 -0.0409
C 5.36959 3.57925 -8.33443 0.0127 0.1685 -0.0460
C 4.22064 4.34715 -8.31433 -0.2566 0.0280 0.0356
C 4.31580 5.69660 -8.61205 0.1358 0.0505 -0.0282
N 5.27105 2.14079 -8.04632 0.0132 0.0325 -0.0285
O 6.29820 1.49269 -8.04838 0.1520 -0.0655 0.0153
O 4.17156 1.68192 -7.82524 -0.1690 -0.0632 0.0245
H 5.61813 7.30930 -9.15786 0.0039 0.0132 0.0044
H 7.65162 5.90601 -9.16573 0.0230 -0.0061 0.0038
H 7.49220 3.49978 -8.63563 -0.0564 -0.0980 0.0193
H 3.26170 3.91224 -8.07468 0.0373 -0.1396 0.0086
H 3.42583 6.31013 -8.60419 -0.0280 -0.0114 0.0116
C 1.67077 0.53630 -12.67738 -0.0027 0.0138 0.0115
C 0.82177 1.58937 -12.99261 0.0702 -0.0824 0.0335
C 0.45917 2.50426 -12.01852 -0.1087 0.0902 -0.1631
C 0.95966 2.34633 -10.74008 0.0484 -0.1213 -0.1321
C 1.80168 1.30267 -10.40348 0.1338 -0.1194 0.1481
C 2.15682 0.39196 -11.38481 -0.0427 0.0243 -0.1167
N 0.59884 3.32456 -9.70368 0.0496 -0.1291 -0.1003
O -0.14794 4.22873 -10.00779 -0.0995 0.1359 -0.0461
O 1.08275 3.16494 -8.60297 0.0141 0.0886 0.2588
H 1.95541 -0.17360 -13.44244 -0.0047 -0.0123 -0.0070
H 0.44362 1.69936 -13.99924 -0.0169 0.0112 -0.0107
H -0.20025 3.32549 -12.25505 0.0040 0.0503 0.1050
H 2.17945 1.19924 -9.39654 -0.0318 0.0960 0.0236
H 2.81593 -0.42901 -11.14009 0.0103 -0.0064 0.0271
C -10.26549 -6.98954 8.51686 0.0078 -0.0047 -0.0046
C -9.55566 -5.92590 7.97622 -0.0469 -0.0904 0.0352
C -8.44335 -6.16384 7.18620 -0.0077 0.2146 -0.0115
C -8.06251 -7.47080 6.94815 -0.1274 0.0339 0.0824
C -8.75200 -8.54264 7.48152 -0.0640 -0.2057 0.0472
C -9.86174 -8.29517 8.27245 -0.0219 0.1095 0.0109
N -6.89389 -7.72925 6.09252 -0.0125 0.0505 0.0217
O -6.29845 -6.76742 5.65117 0.0597 -0.0812 0.1342
O -6.59988 -8.88326 5.87324 0.0410 -0.1754 -0.0193
H -11.13640 -6.80031 9.12987 -0.0049 0.0022 0.0133
H -9.86981 -4.90969 8.16840 0.0092 0.0211 -0.0028
H -7.88593 -5.34152 6.76358 0.0753 -0.0680 -0.0553
H -8.43334 -9.55493 7.28480 0.0875 0.0292 -0.0733
H -10.41363 -9.12229 8.69611 0.0022 -0.0235 0.0008
```
Forces are in eV/Å.